Arrangement w

Density functional theory data (the ωB97M-V functional and the def2-TZVPD basis) for 7 unconnected molecules or ions with the total composition H14O7.

Values from the calculation:
E_HOMO   -9.97 eV
Frontier orbital gap   10.49 eV

Structure (ORCA input):
```
! wB97M-V def2-TZVPD RIJCOSX def2/J DEFGRID3
* xyz 0 1
O -0.10 0.17 1.21
H -0.95 0.62 1.38
H 0.36 0.91 0.92
O -1.96 -1.48 -1.10
H -2.92 -1.53 -1.14
H -1.88 -0.85 -0.31
O -4.81 -1.05 0.39
H -5.14 -1.55 1.23
H -3.93 -1.40 0.42
O 3.00 -2.09 0.85
H 3.38 -2.06 1.76
H 3.36 -2.88 0.57
O 0.15 -1.01 -0.93
H 0.97 -0.56 -1.09
H -0.07 -1.30 -1.79
O -0.78 4.85 0.05
H 0.15 4.81 -0.26
H -1.17 5.62 -0.24
O 4.28 0.45 -0.53
H 4.98 0.23 0.05
H 4.56 1.22 -1.01
*
```

natural (NBO) atomic charge list, values in e, 6 entries: atom 1 (O): -0.906, atom 2 (H): 0.452, atom 3 (H): 0.457, atom 4 (O): -0.931, atom 5 (H): 0.449, atom 6 (H): 0.483

Arrangement x

Density functional theory data (the ωB97M-V functional and the def2-TZVPD basis) for 7 unconnected molecules or ions with the total composition H14O7.

Values from the calculation:
E_HOMO   -10.91 eV
Frontier orbital gap   11.08 eV

Structure (ORCA input):
```
! wB97M-V def2-TZVPD RIJCOSX def2/J DEFGRID3
* xyz 0 1
O -1.59 1.76 0.94
H -2.44 1.35 0.93
H -1.14 1.53 0.12
O -0.31 -2.06 0.11
H -1.21 -1.75 0.02
H 0.18 -1.46 0.62
O 2.49 -0.89 -0.13
H 2.52 -0.69 0.86
H 3.36 -1.30 -0.15
O -2.86 -0.59 -0.22
H -3.56 -1.08 -0.61
H -2.29 -0.56 -1.00
O 0.75 -0.03 1.84
H -0.21 0.31 1.86
H 1.24 0.80 1.62
O 1.56 1.55 -0.82
H 2.17 0.85 -0.47
H 2.02 2.10 -1.39
O -0.59 0.20 -1.52
H 0.21 0.68 -1.39
H -0.32 -0.70 -1.21
*
```

natural (NBO) atomic charge list, values in e, 6 entries: atom 1 (O): -0.979, atom 2 (H): 0.489, atom 3 (H): 0.493, atom 4 (O): -0.964, atom 5 (H): 0.477, atom 6 (H): 0.491

Arrangement y

Density functional theory data (the ωB97M-V functional and the def2-TZVPD basis) for 7 unconnected molecules or ions with the total composition H14O7.

Values from the calculation:
E_HOMO   -10.03 eV
Frontier orbital gap   9.73 eV

Structure (ORCA input):
```
! wB97M-V def2-TZVPD RIJCOSX def2/J DEFGRID3
* xyz 0 1
O 0.58 -0.10 3.58
H 0.24 0.37 4.34
H -0.16 -0.48 3.12
O -1.36 -0.53 1.72
H -2.19 -0.98 1.81
H -1.70 0.37 1.56
O 0.65 2.07 1.80
H -0.20 1.86 1.48
H 0.78 1.66 2.68
O -0.40 -2.09 -2.94
H -0.43 -2.28 -3.87
H -1.36 -2.12 -2.66
O 2.21 1.07 -1.00
H 3.07 0.69 -0.73
H 1.57 0.43 -0.63
O 0.01 -0.56 -0.61
H 0.04 -1.36 -1.17
H -0.54 -0.63 0.15
O -0.53 1.16 -2.95
H 0.06 0.67 -3.59
H -0.36 0.78 -2.10
*
```

natural (NBO) atomic charge list, values in e, 6 entries: atom 1 (O): -0.956, atom 2 (H): 0.465, atom 3 (H): 0.490, atom 4 (O): -0.939, atom 5 (H): 0.489, atom 6 (H): 0.485

Arrangement z

Density functional theory data (the ωB97M-V functional and the def2-TZVPD basis) for a molecular structure, H14O7.

Values from the calculation:
E_HOMO   -8.30 eV
Frontier orbital gap   7.54 eV

Structure (ORCA input):
```
! wB97M-V def2-TZVPD RIJCOSX def2/J DEFGRID3
* xyz 0 1
O -1.45 -0.01 -0.35
H -1.84 0.86 -0.39
H -2.18 -0.59 -0.11
O 0.75 -0.31 1.62
H 0.17 0.10 2.26
H 1.51 -0.60 2.14
O -0.33 -1.62 0.41
H -0.21 -1.15 1.23
H 0.50 -1.50 -0.06
O -0.46 2.29 -0.36
H 0.20 1.60 -0.47
H -0.08 2.88 0.29
O 2.15 0.37 -0.88
H 1.24 0.41 -0.58
H 2.65 0.14 -0.10
O -1.02 -1.56 -1.49
H -1.08 -1.55 -2.45
H -1.43 -0.74 -1.22
O 0.48 0.60 -0.04
H -0.37 0.19 -0.21
H 0.79 0.18 0.76
*
```

natural (NBO) atomic charge list, values in e, 6 entries: atom 1 (O): -0.822, atom 2 (H): 0.535, atom 3 (H): 0.536, atom 4 (O): -0.782, atom 5 (H): 0.521, atom 6 (H): 0.527

Q: Which of them is the most stable? A: arrangement x.

Arrangement w

Density functional theory data (the ωB97M-V functional and the def2-TZVPD basis) for 2 unconnected molecules or ions with the total composition C5H8N4O.

Values from the calculation:
E_HOMO   -9.34 eV
Frontier orbital gap   10.02 eV

Structure (ORCA input):
```
! wB97M-V def2-TZVPD RIJCOSX def2/J DEFGRID3
* xyz 0 1
C -0.14 -1.12 2.65
C -0.97 -0.39 1.54
C -0.09 0.32 0.50
C 1.03 -0.15 -0.08
N 1.47 0.90 -0.78
N 0.70 1.98 -0.64
N -0.26 1.60 0.16
H 0.81 -1.30 2.34
H -0.55 -2.12 2.89
H -0.18 -0.45 3.59
H -1.73 0.30 1.99
H -1.69 -1.11 1.06
H 1.44 -1.17 0.12
H 2.32 0.95 -1.40
N -0.68 1.01 -3.94
C -0.27 0.10 -3.24
O 0.35 -0.67 -2.62
H -1.56 1.34 -4.13
*
```

natural (NBO) atomic charge list, values in e, 6 entries: atom 1 (C): -0.598, atom 2 (C): -0.432, atom 3 (C): 0.055, atom 4 (C): -0.088, atom 5 (N): -0.333, atom 6 (N): -0.069

Arrangement x

Density functional theory data (the ωB97M-V functional and the def2-TZVPD basis) for 2 unconnected molecules or ions with the total composition C5H8N4O.

Values from the calculation:
E_HOMO   -9.50 eV
Frontier orbital gap   9.21 eV

Structure (ORCA input):
```
! wB97M-V def2-TZVPD RIJCOSX def2/J DEFGRID3
* xyz 0 1
C -4.42 1.31 0.25
C -3.96 0.07 -0.44
C 2.63 0.14 -0.97
C 2.25 -0.87 0.08
C 1.38 -0.48 1.29
N -4.53 2.14 1.04
N -0.10 -0.37 0.85
N -0.59 0.31 0.03
N -1.22 0.90 -0.67
O -3.70 -0.96 0.10
H -3.92 0.12 -1.55
H 3.08 0.98 -0.49
H 3.25 -0.36 -1.71
H 1.76 0.59 -1.43
H 3.24 -1.10 0.59
H 1.99 -1.72 -0.59
H 1.32 -1.22 2.09
H 1.53 0.56 1.53
*
```

natural (NBO) atomic charge list, values in e, 6 entries: atom 1 (C): 0.146, atom 2 (C): 0.358, atom 3 (C): -0.604, atom 4 (C): -0.423, atom 5 (C): -0.210, atom 6 (N): -0.228

Q: Which of them is the most stable? A: arrangement w.

Arrangement w

Density functional theory data (the ωB97M-V functional and the def2-TZVPD basis) for C5H12N2O in the gas phase.

Values from the calculation:
E_HOMO   -8.29 eV
Frontier orbital gap   9.23 eV

Structure (ORCA input):
```
! wB97M-V def2-TZVPD RIJCOSX def2/J DEFGRID3
* xyz 0 1
C -1.30 -1.76 -0.38
C -1.71 -0.21 -0.14
N -0.55 0.65 -0.06
C -0.76 2.11 0.03
N 0.15 0.14 1.12
C 1.41 -0.35 1.08
C 2.41 -0.32 0.01
O 1.94 0.36 -1.23
H -2.34 -2.36 -0.10
H -0.54 -2.01 0.36
H -0.85 -1.95 -1.36
H -2.20 -0.18 0.82
H -2.37 0.06 -1.07
H 0.17 2.55 0.04
H -1.55 2.28 1.01
H -1.13 2.39 -1.00
H 1.89 -0.73 2.10
H 3.03 -1.33 -0.28
H 3.20 0.37 0.35
H 1.11 0.32 -1.32
*
```

natural (NBO) atomic charge list, values in e, 6 entries: atom 1 (C): -0.613, atom 2 (C): -0.225, atom 3 (N): -0.370, atom 4 (C): -0.402, atom 5 (N): -0.312, atom 6 (C): 0.091

Arrangement x

Density functional theory data (the ωB97M-V functional and the def2-TZVPD basis) for 2 unconnected molecules or ions with the total composition C5H12N2O.

Values from the calculation:
E_HOMO   -9.25 eV
Frontier orbital gap   10.02 eV

Structure (ORCA input):
```
! wB97M-V def2-TZVPD RIJCOSX def2/J DEFGRID3
* xyz 0 1
H -1.25 -2.06 0.32
N -1.31 -1.12 0.74
C -1.60 -0.25 -0.19
C -1.77 -0.54 -1.64
O -2.32 0.81 0.23
H -1.73 0.39 -2.21
H -2.75 -1.01 -1.80
H -0.99 -1.22 -1.98
H -2.25 0.83 1.19
C 1.08 1.71 0.44
C 1.00 0.53 -0.50
N 1.48 -0.66 -0.28
C 1.95 -0.98 1.06
H 0.71 1.45 1.43
H 2.12 2.06 0.51
H 0.48 2.52 0.03
H 0.89 0.80 -1.56
H 2.97 -0.59 1.20
H 1.99 -2.07 1.17
H 1.30 -0.60 1.85
*
```

natural (NBO) atomic charge list, values in e, 6 entries: atom 1 (H): 0.351, atom 2 (N): -0.754, atom 3 (C): 0.582, atom 4 (C): -0.709, atom 5 (O): -0.681, atom 6 (H): 0.230

Arrangement y

Density functional theory data (the ωB97M-V functional and the def2-TZVPD basis) for C5H12N2O in the gas phase.

Values from the calculation:
E_HOMO   -9.06 eV
Frontier orbital gap   9.97 eV

Structure (ORCA input):
```
! wB97M-V def2-TZVPD RIJCOSX def2/J DEFGRID3
* xyz 0 1
C 1.59 1.34 -0.94
C 0.28 0.97 -0.45
N -0.39 -0.25 -0.78
C -1.43 0.06 -1.69
C -0.66 -1.12 0.29
O -1.78 -1.54 0.35
C 0.47 -1.37 1.35
N 0.13 -0.90 2.69
H 1.64 1.67 -1.99
H 1.95 2.16 -0.33
H 2.22 0.38 -0.80
H 0.02 1.14 0.71
H -0.44 1.80 -0.70
H -1.02 -0.16 -2.70
H -2.24 -0.60 -1.57
H -1.68 1.01 -1.70
H 0.68 -2.48 1.40
H 1.40 -0.86 1.01
H -0.60 -1.37 3.13
H -0.13 0.10 2.71
*
```

natural (NBO) atomic charge list, values in e, 6 entries: atom 1 (C): -0.627, atom 2 (C): -0.216, atom 3 (N): -0.478, atom 4 (C): -0.403, atom 5 (C): 0.682, atom 6 (O): -0.600

Q: Which of them is the most stable? A: arrangement x.

Arrangement w

Density functional theory data (the ωB97M-V functional and the def2-TZVPD basis) for C5H12N2O in the gas phase.

Values from the calculation:
E_HOMO   -8.34 eV
Frontier orbital gap   8.98 eV

Structure (ORCA input):
```
! wB97M-V def2-TZVPD RIJCOSX def2/J DEFGRID3
* xyz 0 1
H 1.75 1.77 -1.18
N 1.29 1.21 -0.47
C 1.37 -0.03 -0.68
C 2.02 -0.71 -1.85
C 0.75 -0.97 0.34
N -0.16 -0.29 1.24
C -1.90 -0.10 0.72
C -2.13 1.40 0.69
O -2.39 -0.82 1.67
H 1.26 -1.17 -2.48
H 2.70 -1.50 -1.52
H 2.58 0.01 -2.46
H 1.57 -1.45 0.89
H 0.20 -1.77 -0.17
H -0.71 -0.94 1.96
H 0.24 0.59 1.55
H -1.83 -0.53 -0.30
H -2.14 1.80 1.70
H -1.37 1.91 0.10
H -3.11 1.58 0.24
*
```

natural (NBO) atomic charge list, values in e, 6 entries: atom 1 (H): 0.346, atom 2 (N): -0.651, atom 3 (C): 0.322, atom 4 (C): -0.687, atom 5 (C): -0.290, atom 6 (N): -0.717

Arrangement x

Density functional theory data (the ωB97M-V functional and the def2-TZVPD basis) for 2 unconnected molecules or ions with the total composition C5H12N2O.

Values from the calculation:
E_HOMO   -9.61 eV
Frontier orbital gap   10.43 eV

Structure (ORCA input):
```
! wB97M-V def2-TZVPD RIJCOSX def2/J DEFGRID3
* xyz 0 1
C 0.74 -1.11 1.52
C -0.13 -1.02 0.52
C -0.85 -2.22 -0.01
N -2.36 -2.01 0.31
H 1.37 -0.33 1.96
H 0.95 -2.13 1.90
H -0.32 -0.10 -0.07
H -0.64 -2.36 -1.11
H -0.57 -3.09 0.56
H -2.76 -2.79 -0.19
H -2.71 -1.21 -0.21
N 0.76 2.70 0.52
C 0.49 2.28 -0.87
C 1.56 1.25 -1.27
O 1.24 0.25 -1.90
H 0.10 3.49 0.60
H 0.44 2.00 1.20
H 0.65 3.13 -1.54
H -0.57 1.89 -1.02
H 2.61 1.38 -0.90
*
```

natural (NBO) atomic charge list, values in e, 6 entries: atom 1 (C): -0.405, atom 2 (C): -0.173, atom 3 (C): -0.263, atom 4 (N): -0.817, atom 5 (H): 0.200, atom 6 (H): 0.191

Q: Which of them is the most stable? A: arrangement w.